[1]
Molecular formula: C5H12O
Method: DFT, the ωB97M-V functional and the def2-TZVPD basis

Energy above the lowest of the compared OMol25 structures with the same formula, charge and spin ... 12.3 kcal/mol
Gap between HOMO and LUMO ... 10.58 eV
Energy ... -272.929135 Eh

The geometry in ORCA input format:
```
! wB97M-V def2-TZVPD RIJCOSX def2/J DEFGRID3
* xyz 0 1
C 2.116 0.041 -0.397
O 1.113 0.065 0.595
C -0.270 -0.006 0.220
C -0.558 0.780 -1.062
C -0.739 -1.462 0.071
C -0.973 0.637 1.415
H 3.047 0.337 0.098
H 1.920 0.761 -1.195
H 2.276 -0.950 -0.853
H -0.149 0.268 -1.940
H -1.636 0.900 -1.215
H -0.112 1.781 -1.006
H -0.282 -1.964 -0.789
H -0.512 -2.045 0.969
H -1.827 -1.491 -0.072
H -0.731 0.072 2.321
H -0.606 1.659 1.544
H -2.063 0.658 1.300
*
```

***

[2]
Molecular formula: C5H12O
Method: DFT, the ωB97M-V functional and the def2-TZVPD basis

Energy above the lowest of the compared OMol25 structures with the same formula, charge and spin ... 28.3 kcal/mol
Gap between HOMO and LUMO ... 10.89 eV
Energy ... -272.903511 Eh

The geometry in ORCA input format:
```
! wB97M-V def2-TZVPD RIJCOSX def2/J DEFGRID3
* xyz 0 1
C -2.292 0.922 0.404
C -1.256 -0.174 -0.014
C -0.616 -0.824 1.177
H -1.747 1.813 0.726
H -2.864 1.216 -0.450
H -2.919 0.540 1.235
H -1.742 -0.823 -0.728
H -0.551 0.381 -0.642
H -0.089 -1.719 0.830
H -1.345 -1.235 1.939
H -0.162 0.010 1.725
O 1.111 -1.246 -1.650
C 1.811 -0.733 -0.817
C 2.543 0.559 -0.955
H 1.949 -1.259 0.149
H 1.834 1.314 -0.618
H 3.436 0.652 -0.322
H 2.899 0.604 -1.989
*
```